Entry from the Open Molecules 2025 dataset: a gas-phase ion, C8H19N5S (charge +2) at a distorted geometry (the ωB97M-V functional and the def2-TZVPD basis).

Last column: Mulliken charge in e.
CARTESIAN COORDINATES (ANGSTROEM)
S1 -3.095 -1.036 -1.269  0.127
N1 2.103 -1.192 0.499  -0.193
N2 -1.905 1.225 -0.683  0.029
N3 0.242 -0.377 1.661  -0.047
N4 -2.014 -0.309 1.158  -0.117
N5 -0.075 -0.843 -0.506  -0.315
C1 0.787 -0.783 0.370  0.410
C2 3.102 -1.571 -0.596  -0.409
C3 -2.662 -2.717 -0.755  -0.798
C4 -2.952 3.176 -0.145  -1.430
C5 -1.721 2.345 0.176  -0.074
C6 4.501 -0.863 -0.407  -1.286
C7 -2.147 -0.003 -0.250  -0.035
C8 -0.998 -0.343 2.027  -0.144
H1 3.142 -2.609 -0.791  0.392
H2 5.183 -1.302 -1.051  0.432
H3 -1.303 -0.694 3.067  0.390
H4 -3.061 3.513 -1.139  0.450
H5 4.528 0.143 -0.816  0.325
H6 2.487 -1.077 1.441  0.207
H7 -2.017 1.318 -1.707  0.355
H8 -3.653 -3.274 -0.712  0.409
H9 -1.692 2.180 1.298  0.242
H10 4.954 -0.990 0.532  0.383
H11 -2.282 -2.717 0.196  0.284
H12 0.271 -1.120 -1.468  0.201
H13 -2.964 -0.446 1.535  0.290
H14 2.687 -1.037 -1.496  0.252
H15 -0.933 2.923 -0.250  0.279
H16 0.957 -0.279 2.362  0.258
H17 -2.805 4.044 0.370  0.447
H18 -3.946 2.843 0.191  0.362
H19 -2.047 -3.260 -1.451  0.324

As for the energy above the lowest of the compared OMol25 structures with the same formula, charge and spin: 0.000 eV. The total charge is +2. The value obtained for the LUMO energy (spin up / spin down) is -7.2 / -11.3 eV. Its multiplicity is 3. Its orbital gap (spin up / spin down) is 6.3 / 5.0 eV.

Entry from the Open Molecules 2025 dataset: 2 unconnected molecules or ions with the total composition C8H19NO7PS at a distorted geometry (the ωB97M-V functional and the def2-TZVPD basis).

Last column: Mulliken charge in e.
CARTESIAN COORDINATES (ANGSTROEM)
S1 4.730 -1.424 0.593  1.277
P1 -2.537 -0.537 2.240  0.494
O1 -2.271 1.046 -2.349  -0.775
O2 5.009 -2.543 -0.240  -0.626
O3 4.899 -1.918 2.110  -0.510
O4 -2.385 0.505 1.019  0.127
O5 5.516 -0.239 0.425  -0.626
O6 -3.336 -1.728 1.942  -0.655
O7 -1.037 1.941 2.100  -0.630
N1 -0.273 1.077 0.077  0.333
C1 0.836 1.972 0.360  -1.183
C2 3.008 -0.958 0.523  -0.675
C3 2.274 -1.537 -0.686  -0.776
C4 0.097 -0.349 -0.005  -0.425
C5 1.111 -0.647 -1.107  -1.094
C6 -4.531 1.232 -1.652  -0.731
C7 -3.535 0.815 -2.747  -0.509
C8 -1.203 1.233 1.109  0.332
H1 -4.433 2.299 -1.434  0.223
H2 1.581 1.919 -0.422  0.415
H3 -1.214 -0.848 2.592  -0.002
H4 1.933 -2.536 -0.436  0.301
H5 -4.326 0.669 -0.740  -0.042
H6 -3.785 -0.260 -2.983  0.181
H7 4.463 -1.260 2.659  0.374
H8 1.316 1.779 1.321  0.356
H9 -0.816 -0.862 -0.283  0.312
H10 -5.584 1.043 -1.935  0.429
H11 -3.870 1.345 -3.687  0.247
H12 0.579 -1.125 -1.918  0.377
H13 3.000 0.123 0.477  0.304
H14 1.516 0.264 -1.528  0.517
H15 0.479 2.990 0.394  0.345
H16 2.510 -1.246 1.438  0.532
H17 0.393 -0.750 0.966  0.212
H18 -3.064 0.172 3.327  0.055
H19 2.953 -1.656 -1.520  0.516

As for the energy above the lowest of the compared OMol25 structures with the same formula, charge and spin: 0.681 eV. The total charge is -1. The value obtained for the LUMO energy is 1.9 eV. Its orbital gap is 4.4 eV.

Entry from the Open Molecules 2025 dataset: a gas-phase ion, C8H19NP (charge +1) at a distorted geometry (the ωB97M-V functional and the def2-TZVPD basis).

Last column: Mulliken charge in e.
CARTESIAN COORDINATES (ANGSTROEM)
P1 0.083 -0.348 -0.249  0.600
N1 0.289 -0.722 -1.865  -0.665
C1 -0.156 -1.930 0.640  -0.528
C2 -1.549 0.711 -0.168  0.588
C3 -2.760 -0.283 -0.164  -1.615
C4 1.742 1.928 -0.184  -1.266
C5 -0.121 -3.148 0.085  -0.584
C6 2.628 -0.333 0.506  -1.707
C7 -1.643 1.789 0.857  -1.727
C8 1.479 0.617 0.606  0.225
H1 -1.533 1.361 1.789  0.455
H2 -1.632 1.103 -1.236  0.366
H3 -0.879 2.533 0.710  0.353
H4 2.562 2.446 0.187  0.416
H5 2.959 -0.333 -0.530  0.371
H6 -0.170 -3.201 -1.020  0.255
H7 -2.524 2.354 0.698  0.453
H8 0.971 0.823 1.587  0.485
H9 -0.307 -4.025 0.632  0.356
H10 -3.075 -0.424 0.823  0.443
H11 -3.446 0.128 -0.886  0.389
H12 2.337 -1.268 0.757  0.592
H13 -0.211 -1.832 1.703  0.437
H14 1.118 -0.922 -2.296  0.278
H15 1.867 1.447 -1.140  0.396
H16 0.893 2.581 -0.196  0.279
H17 -2.420 -1.215 -0.438  0.509
H18 0.100 0.234 -2.286  0.339
H19 3.394 -0.069 1.076  0.506

As for the energy above the lowest of the compared OMol25 structures with the same formula, charge and spin: 0.000 eV. The total charge is +1. The value obtained for the LUMO energy is -3.0 eV. The SMILES is C=CP(=[NH2+])(C(C)C)C(C)C. Its orbital gap is 11.2 eV.

Entry from the Open Molecules 2025 dataset: 2 unconnected molecules or ions with the total composition C8H19OP at a distorted geometry (the ωB97M-V functional and the def2-TZVPD basis).

Last column: Mulliken charge in e.
CARTESIAN COORDINATES (ANGSTROEM)
P1 -4.410 0.841 -0.445  0.119
O1 -3.681 -0.386 -1.229  -0.507
C1 3.323 -1.191 -1.387  -1.324
C2 0.273 -1.337 2.598  -1.160
C3 -0.732 2.263 0.136  -1.617
C4 1.065 -0.915 -0.356  -1.493
C5 2.383 -0.275 -0.730  0.126
C6 -0.517 0.887 -0.500  0.154
C7 -0.168 -0.326 1.658  -0.152
C8 0.031 -0.089 0.397  0.656
H1 1.221 -1.925 -0.025  0.624
H2 0.193 1.142 -1.304  0.171
H3 -3.308 1.750 -0.546  0.007
H4 3.022 -1.811 -2.260  0.354
H5 0.396 -0.884 3.660  0.297
H6 -3.483 -1.198 -0.731  0.348
H7 4.372 -0.739 -1.418  0.312
H8 -1.553 2.238 0.957  0.281
H9 -1.545 0.787 -0.875  0.043
H10 -1.043 3.127 -0.620  0.274
H11 0.609 -1.038 -1.328  0.395
H12 -0.416 -2.244 2.618  0.242
H13 2.940 0.021 0.246  0.162
H14 3.497 -1.984 -0.680  0.361
H15 2.177 0.723 -1.268  0.260
H16 -5.105 1.463 -1.555  0.037
H17 0.141 2.518 0.648  0.553
H18 -0.904 0.354 2.169  0.178
H19 1.220 -1.771 2.167  0.300

As for the energy above the lowest of the compared OMol25 structures with the same formula, charge and spin: 2.144 eV. The value obtained for the LUMO energy is 0.7 eV. The SMILES is C/C=C(/CC)CCC.OP. Its orbital gap is 9.6 eV.

Entry from the Open Molecules 2025 dataset: a molecular structure, C8H20Br2F2O6S2Zn at a distorted geometry (the ωB97M-V functional and the def2-TZVPD basis).

Last column: Mulliken charge in e.
CARTESIAN COORDINATES (ANGSTROEM)
Br1 0.874 1.837 2.889  -0.162
Br2 -1.555 4.160 4.606  -0.181
Zn1 -1.469 -2.976 0.674  1.002
S1 -2.217 -0.377 -1.466  0.875
S2 1.610 -2.122 0.304  1.048
F1 -1.481 -1.661 2.100  -0.660
F2 -0.454 -4.304 1.649  -0.693
O1 -3.468 0.114 -1.969  -0.578
O2 -1.179 -0.554 -2.688  -0.261
O3 -2.169 -1.613 -0.707  -0.308
O4 2.730 -2.839 -0.235  -0.624
O5 0.283 -2.484 -0.149  -0.273
O6 1.672 -0.517 -0.013  -0.018
C1 3.045 0.766 -1.507  -1.209
C2 -0.979 1.599 3.435  -0.452
C3 -1.509 0.130 -4.941  -1.281
C4 -0.983 0.566 -3.557  -0.187
C5 -1.421 0.923 -0.495  -0.736
C6 1.689 -2.109 2.080  -0.798
C7 2.931 0.136 -0.118  -0.378
C8 -1.301 2.182 4.761  -0.611
H1 -2.266 1.808 5.093  0.414
H2 0.036 0.935 -3.655  0.279
H3 3.250 -0.027 -2.230  0.328
H4 2.616 -1.573 2.275  0.403
H5 0.779 -1.616 2.423  0.132
H6 -0.333 0.909 -0.543  0.138
H7 -1.293 0.863 -5.721  0.401
H8 -1.739 0.815 0.540  0.257
H9 -1.082 0.512 3.421  0.237
H10 -2.597 0.103 -4.881  0.285
H11 -1.580 2.002 2.626  0.361
H12 -0.533 1.986 5.502  0.394
H13 2.144 1.314 -1.769  0.187
H14 3.920 1.409 -1.613  0.423
H15 2.943 0.897 0.667  0.215
H16 -1.718 1.882 -0.917  0.468
H17 3.796 -0.491 0.101  0.507
H18 1.711 -3.130 2.452  0.380
H19 -1.632 1.371 -3.206  0.353
H20 -1.074 -0.826 -5.218  0.325

As for the energy above the lowest of the compared OMol25 structures with the same formula, charge and spin: 0.000 eV. The value obtained for the LUMO energy is -0.1 eV. Its orbital gap is 10.2 eV.

Entry from the Open Molecules 2025 dataset: a molecular structure, C8H20ClMgNO3 at a distorted geometry (the ωB97M-V functional and the def2-TZVPD basis).

Last column: Mulliken charge in e.
CARTESIAN COORDINATES (ANGSTROEM)
Cl1 17.551 -17.212 -1.750  -0.655
Mg1 19.742 -16.601 -2.115  0.646
O1 20.548 -14.957 -1.666  -0.286
O2 20.741 -17.653 -0.678  0.092
O3 19.196 -15.892 -4.096  -0.088
N1 20.543 -18.035 -3.276  -0.249
C1 18.146 -14.994 -4.351  -0.799
C2 21.382 -12.996 -0.517  -1.261
C3 20.735 -17.569 -4.669  -0.814
C4 20.486 -13.574 -1.608  -0.340
C5 21.816 -18.389 -2.605  -0.757
C6 21.495 -18.745 -1.181  -0.541
C7 19.456 -16.830 -5.107  -0.560
C8 20.269 -17.843 0.653  -0.843
H1 21.367 -13.556 0.421  0.278
H2 20.826 -13.135 -2.567  0.234
H3 18.146 -14.247 -3.561  0.197
H4 22.332 -19.170 -3.178  0.414
H5 18.297 -14.473 -5.307  0.317
H6 21.566 -16.867 -4.746  0.383
H7 19.442 -13.245 -1.471  0.265
H8 17.176 -15.498 -4.371  0.288
H9 22.384 -18.882 -0.562  0.428
H10 19.662 -16.981 0.899  0.265
H11 22.422 -12.911 -0.842  0.286
H12 20.935 -18.398 -5.354  0.380
H13 19.591 -16.324 -6.069  0.410
H14 21.115 -17.973 1.331  0.299
H15 20.013 -18.893 -3.411  0.203
H16 22.502 -17.542 -2.681  0.373
H17 20.887 -19.660 -1.144  0.397
H18 19.649 -18.745 0.710  0.310
H19 18.632 -17.549 -5.238  0.371
H20 21.071 -11.976 -0.245  0.357

As for the energy above the lowest of the compared OMol25 structures with the same formula, charge and spin: 0.000 eV. The value obtained for the LUMO energy is 0.3 eV. Its orbital gap is 8.0 eV.

Entry from the Open Molecules 2025 dataset: a molecular structure, C8H20CuN4O4S at a distorted geometry (the ωB97M-V functional and the def2-TZVPD basis).

Last column: Mulliken charge in e.
CARTESIAN COORDINATES (ANGSTROEM)
Cu1 2.172 0.247 -2.598  0.425
S1 -0.196 -2.131 1.739  1.249
O1 -1.271 -2.145 2.739  -0.597
O2 0.522 -0.688 1.474  -0.440
O3 0.685 -3.300 1.860  -0.595
O4 -0.934 -2.322 0.242  -0.465
N1 -2.422 1.810 -0.488  -0.639
N2 -4.014 0.029 -0.582  -0.638
N3 -2.370 0.074 1.124  -0.560
N4 2.094 3.128 0.006  -0.691
C1 -0.512 -1.252 -0.584  -0.071
C2 0.692 -0.435 0.052  2.123
C3 -1.723 -0.530 -1.242  -1.853
C4 3.000 -1.345 0.935  -1.454
C5 2.156 1.715 -0.410  0.012
C6 0.738 1.051 -0.369  -1.978
C7 -2.592 0.349 -0.293  0.853
C8 1.994 -1.308 -0.253  -0.150
H1 4.036 -1.499 0.585  0.417
H2 1.361 3.216 0.704  0.308
H3 -0.008 -1.700 -1.473  0.648
H4 -4.550 0.557 0.096  0.303
H5 -2.749 -0.855 1.287  0.214
H6 0.276 1.227 -1.360  0.168
H7 -1.743 2.031 -1.199  0.219
H8 2.564 1.698 -1.474  -0.159
H9 3.004 -0.406 1.513  0.328
H10 -2.909 0.720 1.689  0.302
H11 -1.417 0.099 -2.096  0.448
H12 2.547 -0.973 -1.168  0.032
H13 -2.197 2.266 0.384  0.276
H14 -2.399 -1.294 -1.658  0.440
H15 1.692 -2.351 -0.442  0.539
H16 -4.272 0.374 -1.501  0.284
H17 2.905 1.222 0.225  0.425
H18 2.944 3.288 0.537  0.287
H19 2.789 -2.155 1.643  0.371
H20 0.104 1.592 0.353  0.621

The total charge is +1. The value obtained for the LUMO energy is -6.4 eV. Its orbital gap is 5.5 eV.

Entry from the Open Molecules 2025 dataset: a molecular structure, C8H20F2Li3N2O11S2 at a distorted geometry (the ωB97M-V functional and the def2-TZVPD basis).

Last column: Mulliken charge in e.
CARTESIAN COORDINATES (ANGSTROEM)
S1 2.617 -2.953 -2.214  0.958
S2 3.647 -0.784 -1.966  0.948
F1 3.548 0.318 -0.831  -0.247
F2 1.703 -3.991 -1.378  -0.290
O1 1.044 -1.476 1.254  -0.750
O2 3.136 -0.049 -3.133  -0.545
O3 1.926 -2.696 2.674  -1.151
O4 0.020 -2.063 3.070  -1.051
O5 1.748 -2.754 -3.404  -0.564
O6 0.111 0.658 -1.587  -0.146
O7 -0.643 -1.971 -1.515  -0.161
O8 5.063 -1.184 -1.940  -0.546
O9 3.902 -3.610 -2.335  -0.576
O10 -2.855 2.914 1.621  -0.367
O11 -0.597 2.272 3.250  -0.424
N1 0.939 -2.117 2.306  1.363
N2 2.517 -1.823 -1.173  -0.073
C1 -1.090 -3.123 -0.863  -0.882
C2 -3.700 3.930 0.860  -0.780
C3 0.049 1.245 4.020  -0.640
C4 -0.907 0.221 -2.482  -0.602
C5 -1.644 -1.001 -1.905  -0.626
C6 -1.592 2.684 0.951  -0.273
C7 -0.713 1.795 1.898  -0.177
C8 0.525 2.024 -1.703  -1.018
Li1 0.864 -0.874 -0.745  0.933
Li2 0.844 -3.191 4.490  0.779
Li3 2.949 -2.146 0.825  0.744
H1 -1.515 -3.801 -1.604  0.282
H2 0.110 1.684 5.016  0.326
H3 -0.294 2.720 -1.882  0.409
H4 1.051 0.915 3.746  0.229
H5 -0.386 -3.468 -0.105  0.209
H6 -1.655 2.205 -0.026  0.065
H7 -1.221 0.839 1.771  0.242
H8 -1.914 -2.912 -0.181  0.404
H9 -3.941 3.596 -0.149  0.305
H10 -3.403 4.972 0.741  0.297
H11 -2.275 -1.434 -2.681  0.334
H12 -0.552 0.336 4.048  0.274
H13 0.255 1.687 1.408  0.179
H14 0.882 2.212 -0.690  0.264
H15 -2.209 -0.616 -1.056  0.389
H16 -1.098 3.622 0.698  0.457
H17 1.389 2.334 -2.291  0.253
H18 -1.529 1.059 -2.797  0.546
H19 -0.468 -0.093 -3.430  0.417
H20 -4.638 3.889 1.414  0.282

The value obtained for the LUMO energy (spin up / spin down) is -0.7 / -0.7 eV. Its multiplicity is 2. Its orbital gap (spin up / spin down) is 3.7 / 8.6 eV.

no.,energy (eV)
1,-26868.339
2,-44550.512
3,-19375.378
4,-19937.911
5,-236513.839
6,-34222.950
7,-78234.999
8,-61837.885